# 1
{
  "formula": "C39H48N3O2P2SV",
  "method": "the ωB97M-V functional and the def2-TZVPD basis",
  "species": ["V", "C", "C", "C", "P", "C", "C", "C", "C", "C", "C", "C", "C", "C", "C", "N", "C", "C", "C", "C", "C", "C", "C", "P", "C", "C", "C", "C", "C", "C", "H", "H", "H", "H", "H", "H", "H", "H", "H", "H", "H", "H", "H", "H", "H", "H", "H", "H", "H", "H", "H", "H", "H", "H", "H", "H", "H", "H", "H", "H", "H", "H", "H", "H", "H", "H", "H", "H", "H", "H", "S", "C", "C", "C", "C", "C", "N", "H", "H", "H", "H", "O", "C", "N", "C", "O", "C", "C", "C", "C", "C", "C", "H", "H", "H", "H"],
  "xyz": [[0.681, 0.834, 0.298], [-3.540, 3.717, -0.632], [-2.595, 3.013, 0.263], [-3.093, 1.822, 1.067], [-1.062, 2.424, -0.680], [-0.117, 3.867, -1.450], [-0.173, 5.080, -0.532], [-0.302, 4.213, -2.931], [-1.614, 1.214, -1.981], [-2.274, 1.667, -3.070], [-2.644, 0.833, -4.178], [-3.466, 1.334, -5.336], [-2.103, -0.439, -4.170], [-1.334, -0.890, -3.062], [-1.170, -0.135, -1.914], [-0.450, -0.537, -0.750], [-0.597, -1.852, -0.289], [-1.713, -2.679, -0.590], [-1.726, -4.065, -0.211], [-0.606, -4.675, 0.369], [-0.560, -6.198, 0.624], [0.386, -3.846, 0.811], [0.477, -2.523, 0.439], [1.913, -1.489, 0.858], [2.222, -1.487, 2.669], [1.809, -2.746, 3.394], [3.568, -0.861, 2.970], [3.440, -2.082, -0.010], [3.911, -3.490, 0.525], [3.099, -2.130, -1.499], [-4.298, 4.179, -0.026], [-4.057, 3.078, -1.362], [-3.067, 4.586, -1.160], [-2.145, 3.821, 0.926], [-3.190, 0.949, 0.423], [-4.150, 2.026, 1.454], [-2.421, 1.517, 1.861], [0.862, 3.419, -1.402], [-1.103, 5.555, -0.756], [0.596, 5.837, -0.720], [-0.121, 4.876, 0.484], [-1.309, 4.517, -3.127], [-0.022, 3.377, -3.591], [0.381, 5.033, -3.224], [-2.667, 2.707, -3.068], [-4.093, 2.189, -4.999], [-4.189, 0.607, -5.693], [-2.983, 1.679, -6.223], [-2.316, -1.131, -4.982], [-0.939, -1.903, -3.162], [-2.661, -2.356, -0.993], [-2.503, -4.793, -0.516], [0.335, -6.435, 1.227], [-0.570, -6.768, -0.301], [-1.460, -6.515, 1.211], [1.304, -4.248, 1.282], [1.541, -0.703, 2.982], [2.354, -3.637, 3.065], [0.747, -2.970, 3.306], [2.020, -2.638, 4.485], [4.457, -1.479, 2.734], [3.689, -0.639, 4.031], [3.698, 0.151, 2.496], [4.215, -1.321, 0.117], [3.094, -4.162, 0.428], [4.252, -3.383, 1.554], [4.786, -3.783, -0.081], [2.350, -2.890, -1.641], [3.912, -2.425, -2.149], [2.700, -1.215, -1.959], [2.495, 2.173, 0.353], [2.850, 1.801, -1.359], [3.977, 1.925, -2.271], [3.804, 1.433, -3.596], [2.564, 0.876, -3.924], [1.545, 0.798, -2.979], [1.673, 1.202, -1.714], [4.873, 2.329, -1.926], [4.657, 1.525, -4.282], [2.337, 0.568, -4.957], [0.580, 0.345, -3.208], [0.911, 1.737, 2.315], [0.054, 0.960, 2.763], [-0.475, 0.136, 1.804], [-1.525, -0.573, 2.396], [-2.326, -1.239, 1.780], [-1.546, -0.251, 3.826], [-2.326, -0.861, 4.794], [-2.257, -0.331, 6.053], [-1.329, 0.646, 6.352], [-0.510, 1.146, 5.383], [-0.586, 0.686, 4.093], [-2.997, -1.667, 4.563], [-2.834, -0.806, 6.810], [-1.291, 1.002, 7.396], [0.291, 1.838, 5.609]],
  "atomic_forces_ev_per_a": [[-0.264, -1.315, -0.759], [-0.721, 0.985, -1.206], [2.756, 0.489, 0.650], [-1.916, 0.309, -0.061], [-0.069, -0.773, 0.055], [0.468, -0.570, -0.194], [0.049, 0.508, -1.936], [0.680, -0.141, 0.005], [0.976, 0.213, 1.210], [-2.143, 0.697, -2.124], [0.967, 0.577, 0.314], [-1.548, 0.757, 1.008], [0.291, -0.109, 1.107], [-0.873, -0.862, -0.983], [0.588, 0.628, 0.875], [0.000, 0.463, -0.272], [0.733, -1.764, -0.250], [0.018, -1.961, 1.152], [0.935, 0.596, -1.081], [-1.189, -1.084, 0.524], [-0.502, 0.872, 0.873], [2.023, -0.422, -0.300], [-0.902, 2.113, -0.610], [-0.560, 1.370, -0.592], [-0.501, 0.511, -0.320], [0.642, -0.501, 1.306], [1.502, 0.565, 0.046], [-0.114, -0.530, -0.073], [1.016, 2.217, -0.697], [-0.347, -0.052, -0.457], [-0.607, 0.141, 0.329], [0.249, 0.085, 0.185], [-0.237, -0.905, 0.237], [-0.520, -1.080, -0.415], [-0.067, -0.146, -0.143], [1.475, -0.204, -0.233], [-0.199, 0.474, 0.123], [0.439, 0.103, 0.186], [-0.793, 0.638, 0.209], [0.097, -0.384, -0.335], [0.041, -0.664, 1.992], [-0.619, 0.264, -0.386], [-0.350, 0.112, 0.299], [-0.340, -0.201, 0.381], [0.470, -0.807, -0.156], [0.381, -0.392, -0.139], [0.000, -0.402, 0.167], [1.009, 0.164, -0.379], [0.205, 0.140, 0.071], [-0.024, 0.267, 0.437], [0.279, 0.629, -0.290], [0.021, 1.085, 0.154], [-0.412, -0.064, -0.414], [0.167, 0.020, -0.072], [0.708, 0.232, -0.425], [-0.973, -0.069, -0.091], [-0.315, -0.104, 0.168], [0.020, 0.155, 0.044], [-0.006, 0.176, -0.155], [-0.098, -0.014, -0.675], [-0.538, 0.213, -0.184], [-0.325, -0.187, 0.207], [-0.231, -1.026, 0.041], [-0.062, -0.058, 0.404], [-0.370, -0.876, -0.078], [-0.172, -0.251, 0.040], [-0.505, -0.203, 0.222], [-0.540, -0.387, -0.178], [0.618, -0.117, 0.182], [0.108, -0.058, 0.611], [1.581, 0.618, -0.391], [-0.069, -0.625, -0.739], [-3.465, -1.283, 0.220], [-0.093, 0.499, 1.710], [0.032, 0.384, -0.733], [-0.258, -0.474, -0.110], [1.397, 0.148, -0.745], [1.292, 0.679, 0.438], [-0.628, -0.180, 0.134], [0.225, 0.017, 0.655], [0.476, 0.174, -0.261], [0.304, 0.378, 0.389], [-0.939, -1.220, -0.850], [0.280, 0.920, 1.900], [-0.736, -0.790, -1.977], [0.210, 0.192, 0.755], [-0.371, -1.377, 0.009], [-0.103, 0.584, -0.871], [0.352, -0.661, 0.203], [-0.618, 0.320, 1.565], [2.042, 1.202, -0.158], [-0.347, 0.364, -0.262], [-0.158, -0.149, -0.243], [-0.437, 0.040, 0.679], [0.232, -0.095, -0.765], [-0.176, 0.251, 0.297]],
  "mulliken_charge": [0.74, -1.55, 0.84, -0.96, 0.58, 1.72, -1.81, -1.51, 0.34, -0.15, 0.05, -1.59, -1.20, 0.74, -2.16, 1.56, -1.00, -0.19, -1.13, 0.41, -1.69, -0.39, 0.02, 0.75, 1.95, -1.55, -1.37, 0.80, -1.27, -1.16, 0.52, 0.33, 0.27, 0.55, 0.12, 0.43, 0.16, -0.42, 0.42, 0.41, 0.42, 0.32, 0.30, 0.42, 0.33, 0.37, 0.42, 0.28, 0.45, 0.60, 0.52, 0.37, 0.37, 0.35, 0.34, -0.04, -0.89, 0.26, 0.36, 0.42, 0.30, 0.46, 0.23, 0.64, 0.32, 0.29, 0.47, 0.32, 0.54, -0.05, -0.65, 0.55, -1.00, -0.59, -0.68, -0.34, 0.61, 0.63, 0.44, 0.48, -0.06, -0.71, -0.45, 1.85, -0.86, -0.53, 0.54, -1.17, -0.58, -0.62, -0.63, 0.74, 0.52, 0.47, 0.40, 0.52],
  "orbital_gap_ev": [5.333, 6.211],
  "multiplicity": 2,
  "total_charge": 1,
  "max_force_ev_per_a": 3.70,
  "molar_mass_g_mol": 735.8,
  "lumo_ev": [-4.070, -3.285]
}


# 2
{
  "formula": "C6H16BN4O3",
  "method": "the ωB97M-V functional and the def2-TZVPD basis",
  "species": ["C", "C", "O", "B", "O", "C", "N", "C", "N", "N", "N", "H", "H", "H", "H", "H", "H", "H", "H", "H", "H", "C", "C", "O", "H", "H", "H", "H", "H", "H"],
  "xyz": [[-2.719, 1.702, -3.642], [-2.118, 0.679, -4.584], [-1.109, -0.166, -3.973], [-1.353, -0.605, -2.715], [-2.195, -1.605, -2.361], [-0.482, 0.070, -1.531], [-0.938, 0.115, -0.281], [0.000, 0.778, 0.428], [-0.085, 1.052, 1.754], [1.013, 1.109, -0.383], [0.704, 0.682, -1.624], [-3.168, 2.486, -4.241], [-1.981, 2.190, -3.015], [-3.527, 1.301, -3.037], [-1.618, 1.202, -5.385], [-2.891, 0.046, -5.002], [-2.903, -1.277, -1.795], [-0.042, 0.292, 2.413], [-0.250, 1.978, 2.096], [1.844, 1.621, -0.132], [1.256, 0.815, -2.458], [3.291, -1.975, 4.673], [1.828, -1.687, 4.406], [1.623, -0.319, 4.021], [3.671, -1.319, 5.456], [3.435, -3.010, 4.983], [3.891, -1.797, 3.777], [1.235, -1.846, 5.304], [1.443, -2.347, 3.622], [2.144, -0.165, 3.228]],
  "atomic_forces_ev_per_a": [[-0.178, 0.017, -0.161], [-0.012, -0.049, -0.211], [0.053, 0.434, 0.597], [0.647, -0.280, -0.415], [-0.426, 0.758, -0.402], [-0.409, -0.425, 0.025], [0.753, 0.188, 0.207], [-1.330, -0.459, -0.137], [0.731, -0.047, -0.239], [0.236, 0.390, 0.194], [-0.522, -0.157, 0.044], [-0.125, 0.152, -0.141], [0.211, 0.010, 0.139], [0.002, -0.176, 0.291], [0.215, -0.077, -0.273], [-0.114, -0.124, -0.137], [-0.037, -0.517, 0.545], [-0.218, -0.015, 0.235], [0.140, 0.195, 0.053], [0.191, -0.002, -0.196], [0.250, 0.202, 0.085], [-0.004, 0.129, 0.010], [0.204, -0.018, -0.107], [-0.352, -0.073, -0.141], [-0.025, -0.029, 0.045], [0.003, -0.008, -0.021], [-0.006, -0.084, -0.022], [-0.066, 0.086, -0.008], [-0.032, -0.060, 0.070], [0.220, 0.038, 0.069]],
  "mulliken_charge": [-1.10, -0.19, -0.57, 0.59, -0.45, 0.22, -0.35, 0.29, -0.33, -0.04, 0.03, 0.38, 0.27, 0.32, 0.31, 0.30, 0.34, 0.19, 0.23, 0.26, 0.28, -1.03, -0.22, -0.51, 0.27, 0.34, 0.33, 0.29, 0.25, 0.28],
  "orbital_gap_ev": 9.288,
  "total_charge": 1,
  "e_above_lowest_kcal_mol": 0.0,
  "max_force_ev_per_a": 1.41,
  "molar_mass_g_mol": 203.0,
  "lumo_ev": -3.879
}


# 3
{
  "formula": "C7H11O",
  "method": "the ωB97M-V functional and the def2-TZVPD basis",
  "species": ["C", "O", "C", "C", "C", "C", "C", "C", "H", "H", "H", "H", "H", "H", "H", "H", "H", "H", "H"],
  "xyz": [[1.344, -2.808, 0.053], [1.894, -3.589, 1.002], [0.932, -1.408, 0.546], [0.407, -0.491, -0.563], [0.124, 0.929, -0.181], [-1.139, 1.220, 0.341], [-1.678, 2.535, 0.758], [-1.661, 2.814, -0.601], [2.055, -2.656, -0.806], [0.413, -3.284, -0.386], [1.786, -0.965, 1.049], [0.149, -1.519, 1.326], [-0.494, -0.949, -0.990], [1.152, -0.555, -1.374], [0.980, 1.493, 0.160], [-1.827, 0.379, 0.456], [-1.249, 3.071, 1.597], [-2.396, 2.470, -1.309], [-0.794, 3.314, -1.079]],
  "atomic_forces_ev_per_a": [[0.290, -1.024, 0.365], [-0.173, 0.326, 0.015], [-0.649, 0.167, 0.631], [0.164, -0.296, -0.686], [-1.408, -1.292, 1.853], [-0.452, -0.821, -0.528], [0.223, -0.142, 0.456], [1.254, 0.783, 0.438], [-0.219, 0.253, -0.241], [0.114, 0.345, -0.188], [0.328, 0.140, 0.062], [0.316, -0.001, -0.311], [-0.053, 0.139, 0.132], [-0.026, 0.347, 0.123], [0.185, 0.864, -0.677], [0.077, -0.206, -0.868], [0.598, 0.501, -0.597], [0.133, -1.001, -0.070], [-0.701, 0.919, 0.090]],
  "mulliken_charge": [-0.44, -0.88, -0.41, -0.78, -0.17, -0.09, -0.70, -0.44, 0.16, 0.15, 0.32, 0.20, 0.30, 0.37, 0.35, 0.36, 0.18, 0.24, 0.29],
  "orbital_gap_ev": 5.182,
  "total_charge": -1,
  "e_above_lowest_kcal_mol": 84.0,
  "max_force_ev_per_a": 2.66,
  "molar_mass_g_mol": 111.2,
  "lumo_ev": 2.839
}